{
  "formula": "C62H50CsF4N13PS2Sb",
  "method": "ωB97M-V with the def2-TZVPD basis set",
  "e_lumo_ev": 1.958,
  "spin_multiplicity": 1,
  "relative_energy_kj_mol": 144.32,
  "charge": -2,
  "species": ["H", "H", "H", "C", "C", "H", "C", "C", "C", "C", "N", "F", "H", "H", "H", "H", "C", "P", "N", "H", "C", "C", "F", "N", "C", "Sb", "C", "C", "H", "C", "C", "H", "H", "C", "Cs", "H", "C", "C", "H", "C", "C", "C", "C", "C", "S", "C", "H", "H", "C", "C", "C", "C", "H", "H", "N", "C", "H", "H", "N", "C", "C", "H", "H", "C", "C", "H", "H", "C", "C", "N", "N", "H", "C", "C", "H", "C", "H", "C", "C", "S", "N", "C", "N", "C", "C", "N", "H", "C", "H", "C", "H", "C", "H", "N", "H", "C", "F", "C", "C", "H", "C", "H", "H", "N", "H", "H", "C", "H", "H", "N", "H", "H", "C", "C", "H", "H", "C", "C", "H", "C", "H", "H", "C", "H", "F", "C", "H", "H", "C", "C", "C", "H", "C", "C"],
  "coordinates": [[-0.859, 2.919, 4.552], [1.668, -0.248, -5.719], [-2.338, 1.012, 5.006], [-3.884, -3.096, 2.680], [5.456, -1.825, 4.275], [3.439, -1.161, 6.911], [-3.314, -2.438, 1.579], [-3.656, 5.015, -6.442], [-4.141, -4.682, -0.743], [-5.278, -2.847, 2.986], [-2.035, -2.626, 1.231], [-4.986, 3.533, -5.149], [-5.195, -4.699, -0.469], [0.302, 7.516, 0.831], [3.424, -3.754, 1.927], [0.756, -1.916, -3.736], [-2.707, 3.573, -4.701], [2.532, 0.093, 2.167], [2.058, 2.088, -0.095], [3.620, -6.246, 1.573], [4.694, -1.246, 3.270], [-1.189, -0.332, 3.858], [-0.058, 5.508, -6.110], [-5.954, -3.392, 3.980], [3.304, 3.896, 0.867], [2.061, -2.767, -0.192], [0.216, 6.150, 2.494], [-4.124, -1.517, 0.751], [2.690, -6.117, 0.083], [-2.335, 5.449, -6.599], [-1.300, -3.446, 1.961], [0.557, 6.884, 3.217], [-3.684, 0.335, -1.889], [4.603, 3.603, 2.869], [-0.927, 0.169, 0.120], [5.279, 3.994, 3.618], [-1.775, -4.134, 3.076], [3.268, 1.765, 2.014], [-3.553, -6.185, 0.739], [2.942, -4.496, -2.731], [-0.500, 3.868, 2.015], [-1.396, 4.018, -4.849], [1.818, -0.166, -4.656], [1.744, -4.142, -1.854], [-7.457, -2.799, 3.897], [-4.699, 6.669, -8.036], [3.958, -1.817, -1.806], [4.280, -5.380, 0.189], [-4.215, -0.115, -1.055], [5.233, -2.857, -0.389], [-0.741, 2.427, 2.349], [1.350, -1.020, -3.642], [2.090, -0.126, 5.115], [0.351, -1.569, 2.923], [1.694, -0.582, -2.437], [3.038, -0.599, 4.882], [1.528, 1.254, 0.100], [-0.266, -3.555, 1.647], [-7.104, 4.418, -7.306], [3.795, -1.186, 5.888], [3.364, -5.571, 0.748], [4.061, -1.038, -0.249], [-7.233, -0.207, 0.456], [2.474, 0.837, -3.983], [0.897, 0.474, 2.874], [6.155, -2.312, -0.613], [1.291, 2.554, 3.299], [-3.090, -3.955, 3.438], [-6.045, 4.889, -7.242], [2.213, 4.114, -4.326], [-3.520, -0.938, -0.289], [3.395, -3.595, -3.149], [-0.273, 3.525, -4.042], [-3.235, -5.522, -0.050], [-1.123, -5.958, 0.043], [2.736, -4.276, 1.255], [5.264, -3.126, 0.670], [-1.934, -5.407, -0.414], [1.077, 3.882, -4.241], [-1.966, -2.839, -3.343], [2.396, 0.539, -2.674], [0.487, 1.862, 3.059], [-3.820, -3.862, -1.701], [-1.275, 4.985, -5.844], [-0.860, 2.109, 3.823], [-1.595, -4.554, -1.393], [-0.627, -4.440, -1.666], [-0.358, 5.550, 0.251], [2.649, -5.131, -3.572], [-0.062, 4.854, 2.911], [-3.521, -4.457, 4.295], [-6.193, -0.405, 0.234], [0.971, -3.674, -2.468], [-4.705, 7.614, -8.711], [-1.747, -1.201, 4.195], [-1.540, 0.904, 4.276], [-2.046, 6.366, -7.545], [0.076, 6.508, 1.159], [-2.506, -3.776, -2.099], [1.858, -4.505, 1.870], [-5.560, 0.184, -0.833], [5.042, -1.273, 2.242], [2.625, 1.143, -1.892], [-7.304, -1.845, 2.601], [2.954, 4.521, 0.053], [-0.476, 5.802, -0.797], [4.160, 4.405, 1.824], [0.089, 4.607, 3.957], [5.594, -2.254, 6.375], [-0.527, 1.961, -2.029], [5.259, -3.785, -0.962], [1.474, 2.774, -0.559], [-0.648, 4.260, 0.678], [3.481, -0.621, 3.562], [1.316, -5.052, -1.412], [-6.075, 0.868, -1.494], [-4.776, 5.512, -7.228], [-6.054, -1.956, 2.191], [2.935, 1.750, -4.326], [5.005, -1.798, 5.588], [4.460, 1.682, 3.791], [-0.997, 3.528, -0.042], [-0.453, 2.665, -2.954], [-1.114, -4.779, 3.639], [-2.984, 2.625, -3.773], [0.045, -0.547, 3.135], [3.712, -5.025, -2.167], [6.397, -2.303, 4.032], [2.862, 2.573, 0.936], [4.145, 2.298, 2.957], [-3.772, 4.046, -5.442], [4.479, 5.437, 1.753], [4.010, -2.015, -0.736], [-5.471, -1.277, 1.051]],
  "atomic_forces_ev_per_a": [[0.0, 0.0, 0.0], [0.0, 0.0, 0.0], [0.0, 0.0, 0.0], [0.1, 0.0, 0.0], [0.0, 0.0, 0.0], [0.0, 0.0, 0.0], [0.0, -0.1, 0.0], [0.0, 0.0, -0.1], [0.0, 0.0, 0.0], [0.0, 0.0, -0.1], [-0.1, -0.1, 0.1], [0.0, 0.0, 0.0], [0.0, 0.0, 0.0], [0.0, 0.0, 0.0], [0.0, 0.0, 0.0], [0.0, 0.0, 0.0], [0.0, -0.1, 0.0], [0.0, 0.0, 0.1], [0.1, 0.0, -0.1], [0.0, 0.0, 0.0], [0.0, 0.0, 0.0], [0.0, 0.0, 0.0], [0.0, 0.0, 0.0], [-0.1, 0.0, 0.1], [0.0, 0.0, 0.0], [-0.1, 0.0, 0.1], [0.0, 0.0, 0.0], [-0.2, 0.0, 0.0], [0.0, 0.0, 0.0], [0.0, 0.0, 0.0], [0.0, 0.1, 0.0], [0.0, 0.0, 0.0], [0.0, 0.0, 0.0], [0.0, 0.0, 0.0], [0.4, -0.1, 0.0], [0.0, 0.0, 0.0], [0.0, 0.0, 0.0], [0.0, 0.0, 0.0], [0.0, 0.0, 0.0], [0.0, 0.0, 0.0], [0.0, 0.0, 0.0], [0.1, 0.0, 0.0], [0.0, -0.1, 0.0], [0.1, 0.0, 0.0], [-0.1, 0.0, 0.1], [0.0, 0.0, 0.0], [0.0, 0.0, 0.0], [0.0, 0.0, 0.0], [0.0, 0.0, 0.0], [0.0, 0.0, 0.0], [0.0, 0.0, 0.0], [0.0, -0.1, 0.0], [0.0, 0.0, 0.0], [0.0, 0.0, 0.0], [0.0, 0.0, -0.1], [0.0, 0.0, 0.0], [0.1, 0.1, 0.1], [0.0, 0.0, 0.0], [0.1, 0.0, 0.0], [0.0, 0.0, 0.0], [0.0, 0.0, 0.0], [0.0, 0.0, 0.0], [0.0, 0.0, 0.0], [0.0, 0.0, 0.1], [0.1, 0.0, 0.1], [0.0, 0.0, 0.0], [0.0, 0.0, 0.0], [0.0, 0.0, 0.0], [0.0, 0.0, 0.0], [-0.1, 0.0, 0.0], [-0.4, -0.2, -0.1], [0.0, 0.0, 0.0], [-0.1, 0.0, 0.0], [-0.1, 0.0, 0.0], [0.0, 0.0, 0.0], [0.0, 0.0, 0.0], [0.0, 0.0, 0.0], [0.0, 0.0, 0.0], [-0.1, 0.0, 0.0], [-0.1, 0.0, 0.1], [-0.1, 0.1, 0.0], [0.0, -0.1, 0.1], [0.0, 0.0, 0.0], [0.0, 0.0, 0.0], [0.0, 0.0, 0.0], [-0.1, 0.0, 0.0], [0.0, 0.0, 0.0], [0.0, 0.0, 0.0], [0.0, 0.0, 0.0], [0.0, 0.0, 0.0], [0.0, 0.0, 0.0], [0.0, 0.0, 0.1], [0.0, 0.0, 0.0], [0.0, -0.1, 0.1], [0.0, 0.0, 0.0], [0.0, 0.0, 0.0], [0.0, 0.0, 0.0], [0.0, 0.0, 0.0], [0.0, 0.0, 0.0], [0.0, 0.0, 0.0], [0.0, 0.0, -0.1], [0.0, 0.0, 0.0], [0.0, 0.0, 0.0], [0.0, 0.0, 0.0], [0.0, 0.0, 0.0], [0.0, 0.0, 0.0], [0.0, 0.0, 0.0], [0.0, 0.0, 0.0], [0.0, 0.0, 0.0], [0.1, 0.4, -0.5], [0.0, 0.0, 0.0], [0.0, 0.0, 0.1], [0.0, 0.0, 0.0], [0.0, 0.0, 0.0], [0.0, 0.0, 0.0], [0.0, 0.0, 0.0], [0.0, 0.0, 0.0], [0.1, 0.0, -0.1], [0.0, 0.0, 0.0], [0.0, 0.0, 0.0], [0.0, 0.0, 0.0], [0.0, 0.0, 0.0], [0.1, 0.0, 0.0], [0.0, 0.0, 0.0], [0.0, 0.0, 0.0], [0.1, 0.0, 0.1], [0.0, 0.0, 0.0], [0.0, 0.0, 0.0], [0.0, 0.0, 0.0], [0.0, 0.0, 0.0], [-0.1, 0.0, 0.0], [0.0, 0.0, 0.0], [0.0, 0.0, 0.0], [0.1, 0.0, -0.1]]
}